[1]
Below is a cluster of 15 separate species, C2H35N3O14 in total, with properties calculated with ωB97M-V/def2-TZVPD.

Last column: Löwdin charge in e.
Geometry (Å):
1 C -0.363 0.625 -0.138  -0.08
2 N 0.168 -0.723 -0.090  0.04
3 C 0.123 -1.380 -1.322  -0.51
4 N 0.050 -2.878 -1.186  0.08
5 N 0.222 -0.778 -2.405  0.13
6 H 0.321 1.282 -0.886  0.12
7 H -1.167 0.775 -0.724  0.02
8 H -0.192 1.129 0.693  0.01
9 H -0.262 -1.222 0.659  0.07
10 H 0.088 -3.288 -0.250  0.07
11 H 0.907 -3.196 -1.740  0.10
12 H -0.171 -1.168 -3.257  0.08
13 H -2.185 3.161 1.083  0.01
14 H -2.054 3.403 2.656  0.04
15 O -2.135 3.824 1.786  -0.06
16 H -0.058 -0.993 3.638  -0.04
17 H -1.278 -1.268 2.788  0.04
18 O -0.928 -0.929 3.647  0.00
19 H 0.650 2.089 -3.533  0.01
20 H 0.927 3.114 -2.444  -0.02
21 O 1.216 2.832 -3.325  -0.07
22 H 2.058 0.062 -2.513  0.00
23 H 3.325 0.867 -2.182  0.09
24 O 3.017 -0.056 -2.382  -0.07
25 H -2.536 -2.487 -1.415  0.01
26 H -1.887 -3.877 -1.576  0.01
27 O -2.613 -3.401 -1.205  -0.05
28 H -1.732 0.614 3.078  0.00
29 H -0.885 1.388 2.112  0.01
30 O -1.714 0.964 2.225  -0.05
31 H 2.458 -0.576 1.130  0.08
32 H 3.131 -0.348 2.541  0.09
33 O 2.438 0.099 1.952  -0.15
34 H -4.162 1.531 0.832  0.05
35 H -3.866 0.208 0.707  0.01
36 O -4.300 0.714 1.429  -0.12
37 H -2.697 1.180 -1.114  -0.05
38 H -3.781 1.620 -2.022  0.09
39 O -3.558 1.455 -1.086  -0.01
40 H -2.546 -2.308 1.196  0.08
41 H -1.750 -3.502 0.820  0.09
42 O -1.602 -2.550 1.101  -0.09
43 H 4.090 -2.480 0.922  0.05
44 H 2.777 -2.432 0.236  0.00
45 O 3.172 -2.295 1.135  -0.09
46 H 3.424 2.654 1.375  0.07
47 H 2.218 1.570 1.249  -0.01
48 O 2.501 2.504 1.059  -0.11
49 H 1.323 3.710 0.080  0.09
50 H -0.227 3.855 -0.102  0.03
51 O 0.574 3.783 -0.657  -0.12
52 H 3.769 -2.717 -1.387  0.07
53 H 2.870 -1.630 -1.753  -0.01
54 O 2.835 -2.533 -1.435  -0.06

Its LUMO energy is -0.14 eV. The value obtained for the molecular weight is 325.3 Da. The electronic energy is -1314.7122 Ha.



[2]
Below is a cluster of 17 separate species, C2H38N2O16 in total, with properties calculated with ωB97M-V/def2-TZVPD.

Last column: Löwdin charge in e.
Geometry (Å):
1 C -1.974 1.960 1.098  -0.06
2 N -0.698 1.838 0.397  -0.02
3 C -0.500 2.478 -0.802  -0.28
4 N 0.571 2.258 -1.457  0.07
5 H -2.283 1.007 1.515  0.07
6 H -1.911 2.696 1.896  0.08
7 H -2.762 2.289 0.424  0.07
8 H -0.206 0.961 0.487  0.09
9 H -1.285 3.185 -1.057  0.13
10 H 0.659 2.811 -2.300  0.07
11 H -1.360 -4.453 0.877  0.08
12 H -1.185 -3.055 1.639  0.03
13 O -0.942 -3.586 0.795  -0.10
14 H -0.819 -1.478 2.863  0.02
15 H -2.367 -1.779 2.774  0.02
16 O -1.489 -2.198 2.908  -0.07
17 H -1.379 -2.441 -0.541  0.04
18 H -0.426 -1.261 -0.859  0.03
19 O -1.323 -1.609 -1.050  -0.08
20 H 4.464 -0.534 -1.420  0.03
21 H 4.013 0.890 -1.054  0.02
22 O 4.394 0.363 -1.788  -0.07
23 H -1.536 -0.775 -2.583  0.01
24 H -2.076 -0.774 -4.024  0.07
25 O -1.793 -0.184 -3.320  -0.05
26 H -3.568 0.498 -0.853  0.00
27 H -2.913 -0.850 -0.594  0.02
28 O -3.726 -0.345 -0.385  -0.08
29 H 2.042 2.007 -0.594  0.00
30 H 2.148 0.610 0.027  0.01
31 O 2.595 1.483 0.017  -0.10
32 H 1.447 0.490 -2.880  0.04
33 H 2.903 -0.046 -2.613  0.03
34 O 1.964 -0.324 -2.767  -0.06
35 H 1.214 4.758 1.567  0.06
36 H 0.255 3.580 1.202  0.01
37 O 0.585 4.128 1.935  -0.05
38 H 2.380 1.763 1.864  0.01
39 H 1.513 2.697 2.690  0.01
40 O 2.024 1.866 2.769  -0.08
41 H -4.472 -0.421 2.748  0.06
42 H -3.872 -0.719 1.319  0.01
43 O -3.897 -1.027 2.259  -0.08
44 H 2.013 -3.205 1.636  0.08
45 H 0.794 -3.512 0.777  0.03
46 O 1.779 -3.382 0.713  -0.07
47 H 3.174 -2.940 -0.508  0.01
48 H 3.429 -2.811 -2.025  0.05
49 O 3.787 -2.557 -1.169  -0.05
50 H 1.521 -0.662 -1.274  0.02
51 H 1.503 -1.767 -0.076  0.03
52 O 1.213 -0.866 -0.331  -0.13
53 H -3.896 2.049 -2.590  0.07
54 H -2.612 1.180 -2.592  0.01
55 O -3.140 1.803 -2.047  -0.07
56 H 0.921 0.424 2.745  0.03
57 H 0.783 -0.483 1.502  0.00
58 O 0.510 -0.419 2.431  -0.07

Its LUMO energy is 0.23 eV. The value obtained for the molecular weight is 346.3 Da. Its energy relative to the best compared isomer or geometry (same formula, charge and spin) is 0.00 kJ/mol. The electronic energy is -1412.4679 Ha.